(1)
Formula: C24H57F6O27P6
Source: the OMol25 dataset
Level of theory: ωB97M-V with the def2-TZVPD basis set

Last column: Löwdin charge in e.
Positions of all 120 atoms, in Å:
1 C -3.6159 0.0624 4.0042  -0.094
2 C -2.1151 -0.0886 4.6959  -0.250
3 O -1.4772 1.0581 4.9867  -0.061
4 C -1.4988 -1.6027 4.9576  -0.137
5 F -0.0509 -1.5500 4.5996  -0.001
6 F -2.2296 -2.5147 3.9999  -0.025
7 C -1.7953 -2.1999 6.4565  -0.105
8 F -1.5672 -3.6906 6.3630  0.001
9 F -3.2373 -2.0288 6.7460  0.031
10 C -0.7807 -1.6658 7.6294  -0.101
11 F 0.3799 -2.6334 7.6402  0.006
12 F -0.1990 -0.3239 7.3924  0.045
13 C -1.4178 -1.7078 9.1467  -0.147
14 O -0.8195 -0.8938 10.0606  0.028
15 O -2.5276 -2.5604 9.6006  0.014
16 H -4.3085 0.7521 4.6665  0.004
17 H -3.4525 0.5340 2.9301  0.014
18 H -3.3601 -2.0003 9.6493  0.142
19 C 1.2372 -1.4176 1.1122  -0.144
20 O 0.1161 -0.5693 0.9645  -0.307
21 P 0.2117 1.0160 0.2787  0.756
22 O 1.7334 0.9014 0.0986  -0.331
23 O -0.1190 1.6860 1.7443  -0.276
24 C 0.8474 1.6107 2.7733  -0.122
25 O 0.3072 2.6013 -0.4074  -0.294
26 C 0.5884 2.6278 -1.7937  -0.164
27 H 0.8762 -2.4446 1.1591  0.079
28 H 1.9360 -1.3577 0.2693  0.079
29 H 1.7489 -1.1899 2.0520  0.091
30 H 1.8696 1.5880 2.3883  0.082
31 H 0.6629 0.7209 3.3805  0.067
32 H 0.7466 2.4942 3.4116  0.092
33 H 0.0655 1.8166 -2.3092  0.070
34 H 1.6645 2.5395 -1.9595  0.070
35 H 0.2480 3.5836 -2.2020  0.083
36 C 1.4481 6.7805 5.3579  -0.143
37 O 0.8676 7.0281 4.0930  -0.296
38 P 1.6652 6.6744 2.5992  0.787
39 O 2.9252 6.1844 3.3296  -0.309
40 O 1.8070 8.2815 2.2774  -0.278
41 C 2.6898 9.0671 3.0532  -0.124
42 O 2.4627 6.3206 1.1053  -0.249
43 C 2.6194 4.9411 0.8329  -0.143
44 H 0.6412 6.6860 6.0840  0.083
45 H 2.0253 5.8488 5.3914  0.085
46 H 2.0735 7.6301 5.6477  0.088
47 H 3.5429 8.4956 3.4260  0.086
48 H 2.1441 9.5043 3.8933  0.084
49 H 3.0745 9.8793 2.4283  0.089
50 H 1.7339 4.3821 1.1502  0.075
51 H 3.5041 4.5561 1.3452  0.083
52 H 2.7532 4.8097 -0.2445  0.087
53 C -2.6939 -4.3100 0.3268  -0.130
54 O -3.2744 -4.0623 -0.9381  -0.290
55 P -2.4769 -4.4160 -2.4319  0.773
56 O -1.2168 -4.9061 -1.7015  -0.309
57 O -2.3350 -2.8089 -2.7537  -0.274
58 C -1.4523 -2.0233 -1.9778  -0.121
59 O -1.6793 -4.7699 -3.9257  -0.263
60 C -1.5226 -6.1493 -4.1981  -0.159
61 H -3.5008 -4.4045 1.0530  0.087
62 H -2.1167 -5.2417 0.3603  0.084
63 H -2.0686 -3.4603 0.6167  0.093
64 H -0.5991 -2.5949 -1.6051  0.087
65 H -1.9979 -1.5862 -1.1378  0.085
66 H -1.0675 -1.2112 -2.6028  0.088
67 H -2.4081 -6.7084 -3.8808  0.076
68 H -0.6379 -6.5344 -3.6858  0.083
69 H -1.3888 -6.2807 -5.2756  0.081
70 C 4.8371 2.1529 -0.6933  -0.134
71 O 5.8680 2.9527 -0.1492  -0.293
72 P 7.0815 3.7194 -1.1147  0.777
73 O 6.5134 3.1078 -2.4048  -0.310
74 O 8.2298 2.7194 -0.4919  -0.277
75 C 8.2157 1.3491 -0.8391  -0.119
76 O 8.2949 4.4864 -2.0802  -0.262
77 C 7.8206 5.5417 -2.8945  -0.162
78 H 4.0099 2.1447 0.0160  0.065
79 H 4.4471 2.5405 -1.6419  0.082
80 H 5.1947 1.1262 -0.8160  0.098
81 H 7.8031 1.1726 -1.8351  0.087
82 H 7.6375 0.7924 -0.0972  0.087
83 H 9.2448 0.9762 -0.8289  0.090
84 H 7.0624 6.1267 -2.3652  0.078
85 H 7.4005 5.1412 -3.8199  0.081
86 H 8.6606 6.1957 -3.1450  0.082
87 C -9.0040 3.1098 -0.5506  -0.160
88 O -8.2864 2.0947 0.1224  -0.312
89 P -7.9314 2.1488 1.8147  0.753
90 O -8.6021 3.5234 1.9630  -0.330
91 O -6.3317 2.3507 1.4876  -0.282
92 C -5.8895 3.5688 0.9229  -0.123
93 O -7.5764 2.2028 3.5070  -0.268
94 C -8.7022 2.0530 4.3506  -0.168
95 H -9.4442 2.6715 -1.4458  0.075
96 H -9.8258 3.5235 0.0458  0.078
97 H -8.3163 3.9030 -0.8590  0.086
98 H -6.5098 4.4182 1.2184  0.084
99 H -5.8794 3.4817 -0.1665  0.081
100 H -4.8679 3.7614 1.2656  0.092
101 H -9.3972 1.3146 3.9394  0.073
102 H -9.2100 3.0127 4.4718  0.077
103 H -8.3618 1.7103 5.3318  0.082
104 C 2.7989 -9.6648 -10.3007  -0.145
105 O 1.7675 -8.6980 -10.2922  -0.299
106 P 1.5084 -7.6011 -8.9799  0.777
107 O 2.6571 -8.2205 -8.1687  -0.307
108 O 0.0985 -8.3609 -8.6038  -0.277
109 C 0.1391 -9.6663 -8.0630  -0.118
110 O 1.2493 -6.5040 -7.6675  -0.256
111 C 2.2561 -5.5223 -7.5122  -0.151
112 H 3.0126 -9.9173 -11.3389  0.081
113 H 3.7330 -9.3012 -9.8564  0.084
114 H 2.4578 -10.5703 -9.7901  0.091
115 H 1.0449 -9.8516 -7.4810  0.088
116 H 0.0655 -10.3973 -8.8722  0.085
117 H -0.7213 -9.7954 -7.3987  0.093
118 H 2.6044 -5.1689 -8.4875  0.079
119 H 3.0952 -5.9324 -6.9454  0.085
120 H 1.8387 -4.6768 -6.9582  0.089

Results
Total charge   -1
LUMO level   -1.87 eV
E_tot   -153107.872 eV
Frontier orbital gap   1.31 eV



(2)
Formula: C24H57IN7O8
Source: the OMol25 dataset
Level of theory: ωB97M-V with the def2-TZVPD basis set

Last column: Löwdin charge in e.
Positions of all 97 atoms, in Å:
1 C 5.6983 1.4073 1.6307  -0.160
2 C 4.1967 1.0199 1.5672  -0.274
3 C 3.5611 0.9699 0.1393  -0.676
4 I 4.7723 1.7341 -1.4619  0.945
5 N 2.2816 1.7212 0.0567  0.036
6 C 1.2338 1.4278 0.8023  -0.328
7 N 1.1144 0.4356 1.7329  0.171
8 C -0.1203 0.5875 2.2205  -0.077
9 N -0.7510 1.5837 1.6222  0.143
10 N 0.0811 2.1251 0.7267  0.041
11 C -0.2041 3.2855 -0.1493  -0.099
12 O -1.5519 3.6353 -0.1100  -0.091
13 O -1.8671 4.2456 1.0966  -0.003
14 H 6.3068 0.6210 1.1582  0.069
15 H 5.9690 1.4364 2.7052  0.080
16 H 5.8764 2.4173 1.2357  0.046
17 H 3.6558 1.7426 2.2031  0.080
18 H 4.0408 0.0253 2.0247  0.116
19 H 3.3381 -0.0825 -0.0930  0.089
20 H 2.2234 2.4925 -0.5997  0.088
21 H -0.5131 -0.0445 3.0157  0.162
22 H -1.6959 1.8828 1.8419  0.188
23 H 0.1771 3.1281 -1.1739  0.134
24 H 0.3658 4.1346 0.2947  0.157
25 H -1.3774 5.0857 1.1814  0.126
26 C 1.3356 -0.2939 7.9169  -0.110
27 O 0.6476 0.9178 7.6533  -0.200
28 C 1.0268 1.9972 8.5059  -0.207
29 C 1.8483 3.0327 7.7546  -0.211
30 N 3.1722 2.5207 7.4119  -0.048
31 C 3.8978 3.3323 6.4354  -0.191
32 C 3.2685 3.5406 5.0558  -0.210
33 O 3.2125 2.3709 4.2465  -0.208
34 C 2.1354 1.4943 4.5336  -0.093
35 H 0.8122 -1.0941 7.3935  0.088
36 H 2.3623 -0.2605 7.5387  0.073
37 H 1.3450 -0.5248 8.9845  0.092
38 H 1.5446 1.6454 9.4021  0.125
39 H 0.0972 2.4735 8.8296  0.123
40 H 1.9594 3.9244 8.3781  0.126
41 H 1.2780 3.3116 6.8595  0.097
42 H 3.0759 1.5875 7.0368  0.062
43 H 4.8647 2.8439 6.2865  0.122
44 H 4.1058 4.3105 6.8793  0.122
45 H 3.9140 4.2373 4.5137  0.123
46 H 2.2851 4.0214 5.1071  0.109
47 H 1.2360 2.0326 4.8492  0.093
48 H 2.4335 0.7697 5.2937  0.081
49 H 1.9021 0.9304 3.6308  0.040
50 C -0.9802 1.5305 -7.5613  -0.107
51 O -1.9284 1.5411 -6.5070  -0.193
52 C -2.3411 0.2449 -6.0836  -0.206
53 C -1.7659 -0.0996 -4.7195  -0.202
54 N -0.3214 -0.3147 -4.7863  -0.033
55 C 0.3386 -0.3408 -3.4825  -0.180
56 C 0.2317 0.9053 -2.5989  -0.231
57 O 0.9328 2.0453 -3.0875  -0.223
58 C 0.2470 2.7805 -4.0961  -0.076
59 H -0.9201 2.5412 -7.9640  0.092
60 H 0.0156 1.2530 -7.2002  0.073
61 H -1.2814 0.8532 -8.3639  0.091
62 H -2.1035 -0.5220 -6.8262  0.124
63 H -3.4301 0.2853 -5.9902  0.125
64 H -2.2474 -1.0080 -4.3450  0.107
65 H -2.0176 0.7258 -4.0413  0.100
66 H 0.0969 0.4237 -5.3350  0.064
67 H 1.3998 -0.5187 -3.6786  0.127
68 H -0.0253 -1.2077 -2.9212  0.118
69 H 0.7097 0.6568 -1.6458  0.096
70 H -0.8069 1.1650 -2.3562  0.112
71 H -0.8354 2.7774 -3.9486  0.094
72 H 0.4975 2.3939 -5.0836  0.076
73 H 0.5987 3.8125 -4.0589  0.093
74 C -4.3474 -4.8207 -0.1361  -0.119
75 O -4.0677 -5.9388 -0.9559  -0.191
76 C -5.0687 -6.2055 -1.9361  -0.207
77 C -4.5846 -5.8525 -3.3334  -0.209
78 N -4.4577 -4.4078 -3.5084  -0.051
79 C -3.7166 -4.0082 -4.7052  -0.195
80 C -2.2648 -4.4722 -4.8552  -0.217
81 O -1.3549 -3.8838 -3.9373  -0.194
82 C -1.3431 -4.4773 -2.6511  -0.099
83 H -3.6638 -4.8523 0.7127  0.088
84 H -4.1760 -3.8803 -0.6712  0.069
85 H -5.3729 -4.8469 0.2414  0.089
86 H -6.0130 -5.7068 -1.6992  0.122
87 H -5.2495 -7.2833 -1.9037  0.123
88 H -5.2959 -6.2412 -4.0677  0.126
89 H -3.6264 -6.3635 -3.4838  0.102
90 H -3.9876 -4.0201 -2.7023  0.060
91 H -3.7145 -2.9140 -4.7139  0.104
92 H -4.2813 -4.3279 -5.5865  0.120
93 H -1.9285 -4.1460 -5.8432  0.122
94 H -2.1656 -5.5630 -4.8506  0.113
95 H -1.5232 -5.5539 -2.6874  0.091
96 H -2.0732 -3.9907 -1.9991  0.066
97 H -0.3590 -4.3063 -2.2104  0.086

Results
Total charge   +1
LUMO level   -2.67 eV
E_tot   -60709.653 eV
Frontier orbital gap   7.60 eV